The following is a DFT calculation (ωB97M-V/def2-TZVPD) of a 2-piece molecular cluster, C2H9NS2 overall.

Last column: natural (NBO) charge in e.
CARTESIAN COORDINATES (ANGSTROEM)
S1 -0.541 -2.425 -1.522  -0.1488
S2 -1.471 -1.487 -3.168  -0.1204
N1 0.606 0.670 1.560  -0.6171
C1 -0.603 1.323 0.817  -0.4240
C2 1.617 0.365 0.613  -0.4264
H1 1.338 -0.303 -0.255  0.1642
H2 -1.665 -0.380 -2.403  0.1353
H3 2.479 -0.059 1.188  0.2028
H4 0.323 -0.248 1.932  0.3422
H5 2.098 1.333 0.153  0.1820
H6 -1.651 -3.068 -1.049  0.1350
H7 -0.646 0.772 -0.088  0.1753
H8 -1.507 1.139 1.433  0.1971
H9 -0.377 2.368 0.790  0.2028

Forces on the atoms, in the same order (eV/Å):
S -0.75 -0.34 -0.41
S 0.39 0.21 1.30
N -2.28 0.22 -0.28
C 1.39 -1.92 3.07
C 2.90 1.14 -1.21
H 0.14 0.48 0.79
H -0.18 -0.15 -0.68
H -0.61 -0.09 -0.70
H -0.24 0.77 -0.04
H -1.13 -1.56 0.72
H 0.53 0.29 -0.19
H -0.54 0.16 -1.33
H 0.46 0.24 -0.46
H -0.08 0.54 -0.58

## Properties
SMILES string: CNC.SS
HOMO-LUMO gap: 9.06 eV
energy above the lowest of the compared OMol25 structures with the same formula, charge and spin: 126.0 kJ/mol
calculated total energy: -25379.40847 eV
F_max: 0.0754 hartree/bohr

---

The following is a DFT calculation (ωB97M-V/def2-TZVPD) of a 6-piece molecular cluster, C25H46Br10IN2 overall.

Last column: Löwdin charge in e.
CARTESIAN COORDINATES (ANGSTROEM)
I1 -5.078 -4.933 0.859  0.9629
Br1 -1.927 -6.911 2.466  0.6576
Br2 -4.134 -1.333 -2.312  0.6473
Br3 -3.646 -6.594 5.691  0.6366
Br4 -5.798 6.946 -5.478  0.6076
Br5 -3.973 10.383 -4.300  0.6364
Br6 -6.654 10.641 -6.826  0.5978
Br7 -3.836 2.668 -4.987  0.6597
Br8 -0.488 -1.606 -2.031  0.6264
Br9 -1.786 3.253 -1.957  0.6417
Br10 -5.409 7.003 -1.820  0.6605
N1 -1.854 -2.201 0.845  0.1363
N2 -2.904 -2.959 0.571  0.0193
C1 -3.018 -3.839 2.804  -0.1388
C2 -3.232 4.318 -2.719  -0.7029
C3 6.608 -1.924 0.946  -0.2110
C4 -7.149 7.111 -4.087  -0.6742
C5 -1.563 -1.049 -3.553  -0.6695
C6 8.866 -3.533 2.329  -0.2507
C7 10.400 -3.693 2.501  -0.1083
C8 -3.539 -8.122 4.487  -0.6748
C9 -3.860 10.380 -6.243  -0.6853
C10 -0.155 -1.450 2.363  -0.1000
C11 -4.330 3.453 -3.273  -0.6679
C12 -4.839 11.346 -6.855  -0.6876
C13 7.781 -1.276 1.721  -0.2041
C14 8.329 -2.169 2.857  -0.2142
C15 5.231 -1.360 1.355  -0.2132
C16 0.948 -2.413 2.916  -0.1730
C17 4.785 -1.856 2.751  -0.2191
C18 -6.668 7.968 -2.948  -0.6784
C19 -2.172 -8.239 3.870  -0.6594
C20 3.337 -1.435 3.053  -0.2017
C21 -1.924 -3.062 3.125  0.0623
C22 -2.730 -0.218 -3.102  -0.7004
C23 -3.434 -3.737 1.480  -0.6702
C24 -1.395 -2.282 2.061  -0.2357
C25 2.318 -2.230 2.198  -0.1944
H1 -2.785 4.968 -3.465  0.0576
H2 -3.272 -2.923 -0.385  0.0475
H3 1.085 -2.202 3.980  0.1054
H4 2.760 -3.216 2.004  0.1115
H5 -5.213 4.054 -3.482  0.0351
H6 10.599 -4.288 3.398  0.0674
H7 7.566 -2.321 3.628  0.0914
H8 -3.482 -4.491 3.533  0.0517
H9 -4.328 -7.999 3.752  0.0511
H10 5.468 -1.386 3.473  0.1043
H11 -0.895 -0.466 -4.184  0.0676
H12 4.947 -2.939 2.813  0.1160
H13 9.182 -1.658 3.319  0.0976
H14 8.660 -3.607 1.256  0.0903
H15 -0.402 -0.649 3.066  0.1293
H16 6.608 -3.016 1.026  0.1024
H17 -3.604 4.920 -1.894  -0.0118
H18 -4.863 12.304 -6.346  0.0513
H19 -3.202 0.275 -3.950  -0.0194
H20 -7.409 6.102 -3.783  0.0472
H21 10.834 -4.225 1.649  0.0653
H22 10.909 -2.729 2.598  0.0657
H23 -6.166 8.872 -3.275  -0.0129
H24 -7.497 8.232 -2.294  0.0635
H25 -4.015 9.355 -6.567  0.0256
H26 2.198 -1.742 1.226  0.1016
H27 0.684 -3.467 2.772  0.1075
H28 -1.510 -3.066 4.125  0.1464
H29 -4.601 2.631 -2.616  0.0533
H30 7.495 -0.304 2.144  0.1082
H31 -8.006 7.573 -4.572  0.0619
H32 -1.860 -1.950 -4.080  0.0549
H33 -2.053 -9.203 3.380  0.0656
H34 3.261 -0.379 2.759  0.1150
H35 8.379 -4.350 2.868  0.0994
H36 8.608 -1.096 1.022  0.1093
H37 4.502 -1.780 0.646  0.1021
H38 -3.754 -8.991 5.106  0.0653
H39 -2.464 0.526 -2.359  -0.0145
H40 -4.613 11.503 -7.907  0.0592
H41 -2.838 10.679 -6.468  0.0596
H42 3.139 -1.539 4.125  0.1051
H43 0.215 -1.020 1.430  0.1030
H44 5.252 -0.267 1.305  0.1157
H45 -1.367 -8.096 4.583  0.0563
H46 6.742 -1.673 -0.114  0.1067

Forces on the atoms, in the same order (eV/Å):
I 0.57 0.51 0.12
Br 0.18 -0.08 -0.02
Br -0.04 -0.01 0.09
Br -0.05 0.06 -0.12
Br 0.05 -0.22 0.05
Br 0.02 -0.04 -0.01
Br 0.00 0.08 0.07
Br -0.03 0.07 -0.01
Br 0.06 -0.13 -0.13
Br 0.05 0.04 -0.06
Br 0.00 0.12 0.01
N -0.28 -0.02 -0.27
N 0.47 -0.15 0.86
C 1.20 0.87 0.38
C 0.06 -0.09 0.22
C -0.15 1.16 -0.14
C 0.02 0.18 -0.26
C 0.19 0.06 0.06
C 0.51 0.48 0.14
C -0.39 -0.27 0.09
C 0.01 0.01 0.26
C 0.15 0.11 0.15
C 0.05 -1.11 -0.34
C -0.08 0.08 -0.22
C -0.15 -0.12 -0.19
C 0.20 -0.74 0.30
C 0.30 -0.13 -0.39
C 0.07 -1.47 0.18
C 0.55 0.59 -0.53
C 0.47 1.04 -0.24
C -0.14 -0.06 0.20
C -0.04 -0.11 -0.17
C 0.38 -0.16 -0.72
C -1.21 -0.56 -1.02
C -0.07 -0.14 -0.17
C -2.50 -1.80 -0.51
C 1.62 1.49 1.26
C 0.22 -0.01 0.84
H -0.05 -0.02 -0.02
H 0.20 0.30 -0.03
H -0.05 -0.37 -0.07
H -0.19 0.09 0.01
H 0.06 0.06 0.02
H 0.20 0.21 -0.08
H 0.10 0.04 -0.09
H -0.18 -0.01 -0.26
H 0.05 -0.02 -0.03
H -0.23 -0.20 0.11
H -0.07 0.08 0.02
H -0.24 0.09 0.05
H -0.31 0.07 0.14
H -0.25 -0.16 0.22
H 0.04 -0.11 -0.08
H 0.04 0.14 0.05
H 0.00 -0.07 -0.05
H 0.04 -0.04 0.04
H -0.03 -0.09 0.06
H 0.00 0.04 0.06
H -0.01 0.05 0.17
H -0.06 -0.11 -0.06
H 0.01 -0.06 -0.09
H -0.01 -0.05 -0.02
H -0.08 0.03 0.00
H -0.09 -0.14 0.09
H -0.34 0.22 0.21
H 0.16 0.14 -0.16
H 0.05 0.04 0.04
H -0.07 -0.10 -0.21
H 0.02 0.04 0.03
H -0.03 0.02 0.01
H -0.04 0.02 -0.02
H -0.09 -0.02 0.47
H -0.07 -0.01 -0.38
H -0.10 0.06 0.13
H 0.05 0.49 -0.11
H 0.05 0.00 -0.01
H 0.01 -0.04 0.01
H 0.05 -0.03 0.02
H -0.03 0.04 -0.02
H -0.13 0.02 -0.16
H -0.31 0.15 0.12
H -0.21 -0.13 -0.02
H -0.05 0.03 0.03
H -0.03 -0.24 0.09

## Properties
total charge: +1
HOMO-LUMO gap: 7.12 eV
energy above the lowest of the compared OMol25 structures with the same formula, charge and spin: 47.0 kJ/mol
calculated total energy: -738170.66170 eV
F_max: 0.0607 hartree/bohr

---

The following is a DFT calculation (ωB97M-V/def2-TZVPD) of an isolated ion of composition C4H8N3 and charge +1.

Last column: natural (NBO) charge in e.
CARTESIAN COORDINATES (ANGSTROEM)
N1 1.855 1.127 -0.133  -0.5798
N2 1.765 -1.034 -0.176  0.0045
N3 0.575 -0.828 -0.240  0.0785
C1 2.534 0.140 0.211  0.2149
C2 -0.620 -0.529 -0.172  0.3547
C3 -1.416 -0.846 1.058  -0.6617
C4 -1.212 0.332 -1.242  -0.6659
H1 -1.368 -1.702 1.601  0.2658
H2 -2.182 -0.109 -1.505  0.2705
H3 -1.247 1.328 -0.882  0.2755
H4 2.097 2.113 0.106  0.4031
H5 -1.262 0.067 1.718  0.2698
H6 -2.488 -0.644 0.852  0.2632
H7 3.391 -0.060 0.805  0.2323
H8 -0.423 0.644 -2.001  0.2746

Forces on the atoms, in the same order (eV/Å):
N 0.58 2.81 0.37
N -1.46 -1.65 -0.87
N 3.12 -1.23 0.54
C -2.47 0.74 0.12
C -1.06 0.37 0.42
C -1.77 4.81 -0.63
C 1.57 -0.34 -1.08
H 0.94 -2.62 1.16
H 0.43 0.57 -0.58
H -1.02 0.96 1.31
H 0.60 -1.21 -0.20
H 0.33 -1.14 -0.35
H 0.52 -0.53 -0.40
H 0.91 0.02 0.15
H -1.20 -1.55 0.05

## Properties
total charge: +1
SMILES string: [H]/N=C/N=[N+]=C(C)C
HOMO-LUMO gap: 9.55 eV
energy above the lowest of the compared OMol25 structures with the same formula, charge and spin: 528.0 kJ/mol
calculated total energy: -8737.30943 eV
F_max: 0.1003 hartree/bohr

---

The following is a DFT calculation (ωB97M-V/def2-TZVPD) of a 2-piece molecular cluster, C3H10O overall.

Last column: natural (NBO) charge in e.
CARTESIAN COORDINATES (ANGSTROEM)
O1 -7.069 0.667 0.521  -0.9377
C1 3.050 -0.184 -0.616  -0.6020
C2 1.933 -0.125 0.412  -0.4016
C3 0.578 -0.408 -0.184  -0.6060
H1 0.495 0.106 -1.148  0.2005
H2 -6.707 1.511 0.238  0.4685
H3 -6.586 0.437 1.332  0.4692
H4 1.947 0.861 0.879  0.1946
H5 -0.241 -0.024 0.438  0.2070
H6 3.131 -1.159 -1.109  0.2004
H7 0.377 -1.460 -0.348  0.2052
H8 2.184 -0.797 1.235  0.1963
H9 2.881 0.529 -1.450  0.1974
H10 4.028 0.045 -0.200  0.2082

Forces on the atoms, in the same order (eV/Å):
O 0.18 -0.20 0.41
C 0.10 0.20 -0.95
C 0.65 0.08 0.30
C -0.67 0.50 -0.06
H -0.06 -0.11 0.05
H 0.05 0.04 0.03
H -0.23 0.16 -0.44
H -0.11 0.18 -0.11
H 0.20 -0.12 -0.02
H -0.10 -0.07 0.23
H 0.15 -0.28 -0.09
H -0.19 -0.22 -0.01
H -0.01 -0.19 0.50
H 0.05 0.02 0.16

## Properties
SMILES string: CCC.O
HOMO-LUMO gap: 12.38 eV
energy above the lowest of the compared OMol25 structures with the same formula, charge and spin: 3.7 kJ/mol
calculated total energy: -5320.57416 eV
F_max: 0.0191 hartree/bohr

---

The following is a DFT calculation (ωB97M-V/def2-TZVPD) of C20H42BN5PdSSbSi3 as an isolated structure.

Last column: Löwdin charge in e.
CARTESIAN COORDINATES (ANGSTROEM)
Sb1 -0.495 1.618 0.111  1.2681
Pd1 -0.591 -0.457 -1.140  0.4255
S1 -0.018 -2.487 0.210  0.7282
Si1 -0.530 0.644 -3.455  0.5749
Si2 1.027 3.946 -0.166  0.4764
Si3 -1.934 1.082 2.401  0.4461
N1 1.253 0.169 -0.768  -0.1917
N2 1.806 -3.035 -1.695  0.1498
N3 -4.368 -2.141 -1.447  0.1226
N4 -2.569 -0.927 -1.300  -0.1369
N5 2.396 -3.574 0.430  0.1033
C1 1.498 -3.081 -0.392  -0.7486
C2 2.214 -3.833 1.832  -0.2650
C3 -0.538 0.737 3.571  -0.1947
C4 -0.379 5.107 -0.511  -0.2025
C5 2.336 0.026 -0.339  -0.1896
C6 1.077 -4.497 2.271  -0.0738
C7 1.689 3.953 1.564  -0.1978
C8 -3.650 -0.089 -1.523  -0.1404
C9 2.255 3.645 -1.506  -0.1796
C10 -3.045 -2.166 -1.260  -0.1713
C11 1.257 0.755 -3.903  -0.1740
C12 -4.776 -0.841 -1.615  -0.0243
C13 -3.043 -0.352 2.052  -0.1922
C14 -2.723 2.765 2.500  -0.2074
C15 -1.434 -0.771 -4.248  -0.1779
C16 3.052 -3.727 4.064  -0.0436
C17 1.897 -4.344 4.523  -0.0495
C18 0.908 -4.730 3.628  -0.0500
C19 -1.375 2.291 -3.534  -0.1938
C20 3.221 -3.473 2.711  -0.0134
B1 3.722 -0.243 0.247  -0.3509
H1 3.824 -3.440 4.766  0.1216
H2 -1.474 2.562 -4.593  0.0693
H3 -1.991 3.564 2.631  0.0361
H4 -3.359 2.994 1.643  0.0436
H5 -2.377 2.310 -3.104  0.0291
H6 -0.827 4.961 -1.496  0.0341
H7 4.357 0.780 0.186  0.0481
H8 1.788 -4.558 5.578  0.1202
H9 3.068 4.370 -1.384  0.0689
H10 1.737 -0.219 -4.008  0.0479
H11 -5.804 -0.572 -1.790  0.1439
H12 -2.465 -3.059 -1.098  0.1100
H13 -3.887 -0.076 1.420  0.0371
H14 -0.761 3.066 -3.068  0.0126
H15 -3.547 0.978 -1.609  0.0974
H16 1.273 1.238 -4.890  0.0731
H17 4.170 -1.127 -0.456  0.0534
H18 2.699 2.649 -1.437  0.0205
H19 3.484 -0.620 1.374  0.0476
H20 -3.438 -0.719 3.006  0.0662
H21 1.847 1.367 -3.222  0.0117
H22 -0.967 0.524 4.556  0.0639
H23 -2.494 -1.172 1.586  0.0079
H24 -1.286 -1.740 -3.769  0.0269
H25 0.136 1.588 3.686  0.0393
H26 2.219 3.030 1.813  0.0434
H27 2.421 4.767 1.638  0.0667
H28 0.385 -4.910 1.547  0.1031
H29 0.916 4.145 2.310  0.0411
H30 -1.160 5.058 0.250  0.0363
H31 0.041 -0.139 3.269  0.0415
H32 -2.506 -0.573 -4.309  0.0490
H33 0.020 6.129 -0.488  0.0666
H34 -1.035 -0.862 -5.266  0.0674
H35 1.175 -2.614 -2.348  0.0814
H36 0.035 -5.263 3.979  0.1182
H37 2.704 -3.340 -2.042  0.1389
H38 -3.370 2.774 3.385  0.0656
H39 1.829 3.794 -2.499  0.0443
H40 -4.968 -2.954 -1.469  0.1873
H41 4.111 -2.977 2.343  0.1193
H42 3.337 -3.687 0.072  0.1733

Forces on the atoms, in the same order (eV/Å):
Sb 0.41 1.06 0.01
Pd -0.43 -1.31 -0.16
S -0.44 0.03 -0.57
Si -0.21 0.23 -0.29
Si -0.18 0.07 0.10
Si 0.25 0.01 0.22
N -0.09 0.30 0.33
N -0.09 0.24 0.17
N 0.04 -0.03 0.01
N 0.14 -0.12 -0.05
N 0.05 -0.01 0.36
C 0.32 0.10 -0.28
C 0.00 -0.07 0.02
C -0.06 0.06 -0.07
C 0.11 0.01 0.01
C 0.20 -0.11 0.15
C 0.01 -0.19 -0.14
C -0.01 -0.06 -0.08
C 0.02 0.01 -0.01
C -0.07 -0.08 -0.02
C -0.13 0.09 -0.03
C 0.04 -0.13 0.20
C 0.04 -0.03 0.00
C 0.01 0.05 -0.12
C 0.04 -0.13 -0.02
C 0.05 0.03 0.07
C 0.08 0.03 0.03
C -0.04 0.00 0.03
C 0.07 -0.08 -0.03
C 0.03 0.03 0.05
C 0.01 0.27 -0.02
B -0.03 0.12 0.06
H 0.03 -0.03 -0.05
H 0.00 -0.04 0.02
H 0.00 -0.02 0.01
H -0.01 -0.01 0.02
H 0.03 -0.01 -0.03
H 0.04 0.00 0.03
H 0.00 -0.07 -0.03
H -0.03 0.02 -0.01
H -0.03 -0.01 0.01
H -0.01 0.03 0.02
H 0.03 -0.01 0.02
H 0.00 -0.01 0.00
H -0.01 -0.02 0.00
H -0.05 -0.04 -0.01
H 0.01 -0.02 0.00
H -0.01 -0.03 0.03
H -0.02 0.06 -0.02
H 0.06 0.09 0.01
H 0.00 0.02 -0.05
H 0.02 0.03 0.00
H -0.03 0.00 -0.06
H 0.01 0.00 -0.02
H -0.01 -0.03 0.06
H 0.03 -0.01 -0.01
H -0.02 -0.02 0.00
H 0.02 0.04 0.00
H -0.02 -0.02 -0.02
H -0.09 0.09 0.09
H 0.00 -0.02 -0.01
H 0.03 0.01 0.00
H -0.02 -0.01 0.01
H 0.03 -0.02 0.02
H -0.02 -0.03 0.00
H -0.03 0.05 0.01
H -0.08 -0.06 -0.02
H 0.01 0.01 -0.02
H -0.01 -0.09 0.03
H 0.02 0.00 -0.03
H 0.01 -0.03 0.01
H 0.01 0.00 0.00
H 0.01 -0.02 0.05
H -0.02 -0.22 0.01

## Properties
total charge: +3
HOMO-LUMO gap (alpha / beta): 4.53 / 4.53 eV
energy above the lowest of the compared OMol25 structures with the same formula, charge and spin: 0.0 kJ/mol
calculated total energy: -74010.37171 eV
F_max: 0.0270 hartree/bohr

---

The following is a DFT calculation (ωB97M-V/def2-TZVPD) of one molecule with the formula C4H3FO.

Last column: natural (NBO) charge in e.
CARTESIAN COORDINATES (ANGSTROEM)
F1 -1.073 -1.479 0.029  -0.3679
O1 -0.130 1.869 0.039  -0.4786
C1 -0.069 0.692 -0.076  0.4683
C2 2.249 -0.591 -0.010  -0.1051
C3 1.197 0.000 0.021  -0.1328
C4 -1.370 -0.047 -0.034  -0.0460
H1 -1.965 0.318 0.876  0.2123
H2 3.223 -1.022 -0.007  0.2390
H3 -2.062 0.260 -0.838  0.2108

Forces on the atoms, in the same order (eV/Å):
F -1.16 2.36 -0.25
O 0.09 2.50 -0.35
C -0.18 -1.05 1.14
C -0.75 0.70 0.14
C 0.91 -1.08 -0.63
C -0.75 -1.56 1.00
H 1.22 -0.99 -0.79
H -0.05 -0.10 0.01
H 0.66 -0.77 -0.27

## Properties
SMILES string: C#CC(=O)CF
HOMO-LUMO gap: 10.70 eV
energy above the lowest of the compared OMol25 structures with the same formula, charge and spin: 171.3 kJ/mol
calculated total energy: -8958.55096 eV
F_max: 0.0514 hartree/bohr